[1]
59
Properties=species:S:1:pos:R:3:forces:R:3:lowdin_charge:R:1 method="wB97M-V/def2-TZVPD" total_energy_ha=-938.60887 lumo_ev=-2.888 e_above_lowest_kcal_mol=0.0 total_charge=+1 orbital_gap_ha=0.2722 homo_energy_ha=-0.378 largest_force_ev_per_a=3.295
C -2.505251 0.895045 1.784383 -0.217 0.236 0.241 -0.1180
C -2.770503 -0.105052 0.653581 -0.578 0.723 -0.469 -0.2016
C -2.945150 -1.581177 0.951660 0.171 -0.381 0.263 -0.1353
C -3.689306 -2.291913 -0.010527 0.553 -0.090 -0.011 -0.2228
C -4.265631 -1.591767 -1.211499 -0.174 -0.184 -0.111 -0.0571
C -3.773089 -3.680413 0.042145 0.189 -0.018 0.147 -0.0087
C -3.139579 -4.398583 1.061988 -0.406 0.236 -0.387 -0.2662
C -3.195980 -5.902730 1.082845 0.012 -0.467 0.019 -0.0562
C -2.431422 -3.682378 2.022956 -0.199 -0.260 -0.345 -0.0191
C -2.304470 -2.299704 1.999353 -0.273 0.383 -1.127 -0.2049
C -1.374834 -1.652630 2.984795 0.063 0.144 0.243 -0.0518
H -2.775758 1.922322 1.490696 0.298 -0.319 -0.208 0.0748
H -3.202498 0.688015 2.602358 0.194 -0.121 0.030 0.0854
H -1.493582 0.906425 2.200710 -0.140 -0.048 -0.129 0.0521
H -3.705108 0.286953 0.193589 0.419 -0.507 0.337 0.1048
H -4.798202 -2.319171 -1.818810 -0.155 0.069 -0.066 0.0759
H -4.945161 -0.789651 -0.938761 -0.252 0.004 0.020 0.0773
H -3.515728 -1.132852 -1.860592 0.197 -0.052 0.120 0.0814
H -4.287275 -4.192167 -0.780152 0.119 0.035 0.454 0.1223
H -2.657506 -6.291108 1.962377 -0.234 0.050 -0.348 0.0763
H -4.236087 -6.285031 1.115095 0.523 0.272 0.025 0.0889
H -2.725982 -6.332688 0.176485 -0.200 0.219 0.427 0.0868
H -1.904380 -4.248651 2.773986 0.082 -0.028 0.279 0.1090
H -0.945668 -2.402643 3.658233 -0.100 0.148 -0.145 0.0808
H -0.542411 -1.140925 2.477568 -0.210 -0.103 0.142 0.0753
H -1.908897 -0.916376 3.589918 0.226 -0.060 0.041 0.0746
C 2.290739 -0.672449 -1.995532 0.177 -0.334 0.163 -0.0588
C 1.340270 0.510075 -1.857783 0.394 -0.965 -0.275 -0.1629
N 1.875447 1.584855 -0.928308 0.502 -0.200 1.445 -0.0963
C 3.313177 1.937666 -1.006896 -0.178 0.250 -1.309 -0.2114
C 3.997828 2.515062 -2.081104 0.157 0.090 0.209 0.0298
C 5.362093 2.830987 -1.935370 -0.167 -0.156 0.156 -0.0239
C 6.033245 2.527671 -0.744614 -0.680 -0.318 0.254 -0.0260
C 5.325282 1.901826 0.296892 0.514 -0.152 0.785 -0.0012
C 3.974433 1.640844 0.163248 -0.047 0.057 -0.269 -0.0213
C 0.968424 2.790083 -1.055429 -0.492 0.917 0.049 -0.3495
C 1.225034 3.865447 -0.001269 0.105 0.301 0.198 -0.0415
C -0.500773 2.362429 -0.965935 -0.088 0.156 -0.369 -0.0423
B 2.134941 1.026714 0.629194 -2.758 -0.095 -1.801 -0.0850
H -2.076100 -0.021095 -0.209728 0.120 0.105 0.543 0.0989
H 1.993631 -1.289830 -2.847175 -0.030 0.183 0.046 0.0946
H 3.348651 -0.403030 -2.138352 -0.412 0.056 -0.010 0.0907
H 2.212471 -1.313052 -1.114975 0.181 0.022 -0.119 0.0743
H 1.150260 0.934130 -2.859690 0.082 0.228 0.576 0.1422
H 0.370998 0.124958 -1.448707 0.980 0.586 -0.229 0.1324
H 3.501360 2.751688 -3.021311 -0.020 -0.126 0.266 0.1323
H 5.911020 3.308717 -2.759181 -0.392 -0.268 0.417 0.1276
H 7.086990 2.769910 -0.608162 -0.316 -0.122 -0.091 0.1239
H 5.782157 1.593185 1.245346 0.158 0.386 -0.547 0.1366
H 3.445309 1.203075 1.099279 1.208 0.375 -0.383 0.1388
H 1.172030 3.220233 -2.056959 -0.022 -0.332 0.394 0.1560
H 0.633713 4.759341 -0.271212 0.269 -0.450 0.095 0.1048
H 0.885181 3.529938 0.994538 0.163 0.268 -0.484 0.0835
H 2.277316 4.186652 0.060573 -0.324 -0.181 -0.019 0.0948
H -1.154235 3.253832 -1.024821 0.446 -0.408 0.199 0.1124
H -0.773077 1.725894 -1.815178 -0.162 0.193 0.354 0.0782
H -0.689270 1.832297 -0.019474 -0.040 0.192 -0.298 0.0747
H 2.002262 -0.141010 0.623264 0.460 -0.156 0.365 0.0852
H 1.618653 1.691806 1.450452 0.306 0.017 0.244 0.0842

***

[2]
42
Properties=species:S:1:pos:R:3:forces:R:3:lowdin_charge:R:1 method="wB97M-V/def2-TZVPD" total_energy_ha=-1069.78863 lumo_ev=0.054 e_above_lowest_kcal_mol=258.7 total_charge=0 orbital_gap_ha=0.2006 homo_energy_ha=-0.199 largest_force_ev_per_a=13.986
H -0.190872 -0.439826 0.012568 -0.032 -0.137 0.320 0.0561
H 1.101898 0.350249 -0.108133 -0.126 -0.468 0.208 0.0674
H 5.561062 -1.410417 -0.728677 -0.075 -0.154 -0.067 0.0374
H 4.423003 -1.645291 0.250965 -0.054 -0.199 -0.162 0.0158
H 2.720174 -3.364978 -1.724565 0.206 0.056 0.082 0.0442
H 2.232141 -2.346588 -2.741790 0.102 0.136 -0.062 0.0147
H -1.050858 3.173510 1.837791 -0.308 0.622 0.177 0.0496
H -0.305128 2.717146 3.081037 -0.043 -0.009 0.122 0.0677
H 0.770166 1.625149 1.460715 -0.107 -0.221 0.486 0.0657
H 1.067735 0.286542 2.116174 0.078 0.493 -0.409 0.0418
H 4.001316 1.237318 2.362766 -0.052 0.045 0.017 0.0509
H 3.309554 0.362060 1.330569 -0.131 0.012 0.015 0.0331
H -0.315759 1.385910 -0.866246 -0.465 0.164 -0.375 0.0775
H -1.442747 1.967926 -0.028871 -0.235 -0.092 -0.408 0.0358
H -3.783210 2.426882 0.005618 0.041 0.105 0.064 0.0536
H -3.883292 2.419771 -1.510949 0.228 0.056 -0.171 0.0362
H -3.773445 -2.441837 -1.658322 0.212 -0.332 0.165 0.0231
H -2.913527 -2.101726 -2.864517 0.444 -0.019 0.079 0.0323
H -4.292997 -0.880346 -2.392294 -0.057 0.438 -0.045 0.0097
H -4.341678 0.294730 -1.429553 0.196 -0.119 0.012 0.0338
H -0.291653 -2.042535 2.768978 0.315 -0.196 0.155 0.0541
H 0.123052 -0.654797 3.229676 -0.431 0.073 0.069 0.0724
H -3.337698 -3.049349 3.155807 0.017 0.048 0.113 0.0345
H -2.187718 -2.097479 2.870267 -0.065 0.349 -0.019 0.0011
H 0.366336 -2.431966 -2.150169 -0.325 0.070 0.190 0.0205
H 0.627842 -1.093390 -1.479447 0.299 -0.089 0.606 -0.0153
H 3.389225 4.106844 -2.775184 -0.040 0.060 0.072 0.0331
H 1.928896 3.743705 -2.561619 0.024 0.088 0.051 0.0287
O 0.691659 -0.363918 0.392526 3.852 -8.632 -10.309 -0.1329
O 5.126620 -2.104952 -0.220867 0.208 0.242 0.304 -0.0583
O 2.951568 -2.518840 -2.123936 -0.201 -0.100 -0.187 -0.0608
O -0.638067 2.398194 2.234627 -2.296 3.503 1.123 -0.0676
O 0.377845 0.763470 1.641221 2.714 5.580 10.140 -0.2958
O 3.136385 1.053691 1.979144 0.439 -0.055 -0.021 -0.0331
O -0.749421 1.298651 -0.009909 -2.008 1.845 -2.512 -0.0521
O -3.277906 2.627430 -0.790271 -0.334 0.040 0.208 -0.0424
O -2.879239 -2.536954 -2.005221 -0.374 -0.380 -0.096 -0.0548
O -3.957755 0.014744 -2.268124 -0.480 0.274 -0.055 -0.0486
O -0.123988 -1.151645 2.441575 -0.953 -2.379 1.390 -0.0385
O -2.803133 -2.359191 3.564357 -0.056 -0.251 -0.139 -0.0586
O 0.009204 -1.540513 -2.067969 -0.136 -0.316 -1.001 -0.0697
O 2.624408 4.322597 -2.229752 0.011 -0.152 -0.132 -0.0623

***

[3]
15
Properties=species:S:1:pos:R:3:forces:R:3:lowdin_charge:R:1 method="wB97M-V/def2-TZVPD" total_energy_ha=-705.70934 lumo_ev="-0.048 / -0.048" e_above_lowest_kcal_mol=116.9 total_charge=0 orbital_gap_ha="0.2695 / 0.2696" homo_energy_ha="-0.271 / -0.271" largest_force_ev_per_a=3.939
C -0.303549 2.093479 -0.786324 0.404 0.892 0.333 -0.2032
C -0.236884 2.076907 -2.248113 3.161 1.892 1.121 -0.0936
C 0.334660 -1.363135 1.675327 -0.198 -1.177 -0.970 -0.1354
C -1.162740 -1.108067 1.122906 3.739 -0.230 -1.215 -0.3395
O -0.315569 1.077340 -0.099619 -0.293 -0.768 1.190 -0.2418
O -2.310599 -0.267458 -1.131504 -1.219 0.130 -0.774 -0.5089
S -0.994987 -0.681494 -0.686995 0.553 -0.545 1.343 0.9539
H -0.189026 3.145953 -2.573283 -0.290 -1.327 -0.372 0.0910
H 0.794150 1.604945 -2.328738 -0.572 0.877 -0.114 0.1188
H -0.791413 1.379267 -2.737774 -2.325 -1.556 -1.633 0.0249
H 0.256042 -1.492835 2.782143 0.447 0.725 -0.877 0.0728
H 0.939880 -2.286888 1.317565 -1.659 1.124 0.262 0.0871
H 0.950322 -0.532145 1.255042 -0.414 -0.265 1.226 0.0540
H -1.855611 -1.898251 1.233173 -0.619 -0.923 -0.005 0.0626
H -1.480245 -0.224900 1.597063 -0.715 1.152 0.484 0.0573

***

[4]
45
Properties=species:S:1:pos:R:3:forces:R:3:lowdin_charge:R:1 method="wB97M-V/def2-TZVPD" total_energy_ha=-11785.80660 lumo_ev=-3.534 total_charge=0 orbital_gap_ha=0.0856 homo_energy_ha=-0.216 largest_force_ev_per_a=7.280
I 4.062091 -2.330068 0.860427 -0.559 0.240 0.511 0.8365
N 2.360357 -1.275966 1.350783 -0.004 -0.011 1.304 -0.4712
C 1.251134 -1.083221 0.564635 -1.132 0.715 -5.333 -0.3453
N 0.071883 -2.063449 0.463216 2.180 3.250 2.657 0.0411
C -1.141703 -1.185295 0.829253 -0.979 1.610 -1.051 -0.1801
C -0.688758 0.175869 1.671003 -1.050 0.631 -0.636 -0.2122
C 0.255407 1.103226 0.685156 -0.534 0.191 -0.171 -0.1653
N 1.081125 0.209024 -0.261467 -0.143 -2.860 5.238 0.0384
H 2.341921 -0.810788 2.307834 0.198 -0.759 -2.049 0.0919
H 0.217726 -2.774775 1.223023 0.020 0.955 -0.895 0.1123
H -1.591267 -0.782358 -0.194567 1.037 -0.877 2.066 0.1368
H -1.992548 -1.796029 1.356598 1.857 0.960 -0.868 0.1117
H -0.213776 -0.062071 2.714546 -0.624 0.303 -1.925 0.0975
H -1.663997 0.829554 1.884234 2.286 -1.587 -0.524 0.0402
H -0.466361 1.724584 0.001915 1.559 -0.972 1.392 0.1371
H 1.047181 1.763984 1.270304 -2.110 -1.125 -0.947 0.1337
H 2.042170 0.603368 -0.368962 -0.913 -0.597 -0.195 0.1179
F -0.092548 -0.058842 -2.540469 -0.297 -1.220 -0.478 -0.6582
C -2.573502 1.877114 5.422750 0.098 0.574 0.264 -1.5247
Br -3.313559 0.900625 3.911811 -0.185 0.259 0.361 0.6556
Br -2.352879 0.737024 6.983455 -0.112 -0.061 -0.576 0.6210
Br -0.921436 2.791262 4.954755 -0.458 -0.390 0.072 0.6124
H -3.301366 2.649764 5.691548 0.078 -0.455 -0.138 -0.0033
F 2.505779 0.429396 -5.802982 1.389 3.102 -1.923 -0.1082
P 1.286503 -0.521122 -5.997787 1.807 6.449 -1.357 -0.0027
F -0.116832 -0.311465 -5.353195 -2.363 -2.332 3.570 -0.1231
F 1.834592 -0.818296 -4.569463 0.292 -4.621 4.935 -0.2305
F 1.948211 -1.005004 -7.322907 2.627 0.579 -3.266 -0.0896
F 0.605569 0.614400 -6.819447 -0.175 3.486 -4.974 -0.3293
F 0.941261 -2.036012 -6.118203 -3.360 -6.449 0.332 -0.3045
Ca 0.986441 -2.811158 -4.267712 -0.542 1.194 3.938 1.7258
O -6.263815 -0.644541 5.192692 0.673 -0.356 -0.353 -0.4380
Cl -6.813490 0.372672 6.067698 -1.544 0.364 0.833 0.6252
O -8.137891 0.742261 5.607283 0.907 -0.248 0.087 -0.3539
O -5.953350 1.539880 6.052353 0.476 0.003 -0.156 -0.4229
O -6.899251 -0.146705 7.418832 0.319 0.108 -0.564 -0.3722
Li -2.937891 -1.309952 4.876773 -0.503 0.226 0.406 0.6699
F 2.462109 -1.585628 -1.252957 -0.510 -0.964 0.325 -0.6278
O 4.508776 1.456369 -4.981963 0.653 0.924 0.758 -0.1192
P 4.862256 1.288006 -3.495135 0.352 -2.143 0.575 -0.0408
O 5.275228 -0.168751 -3.228321 0.260 -0.493 -0.323 -0.4559
O 3.637422 1.639697 -2.634631 0.775 0.630 -0.446 -0.1082
O 6.026860 2.224961 -3.135260 -1.189 0.156 -0.500 -0.1080
Na 6.062109 -2.200316 -3.446225 -0.339 1.248 0.246 0.7554
Be -0.237891 2.108775 -7.571225 -0.217 0.364 -0.223 0.2349